# 1
{"formula": "C6H16N2", "method": "ωB97M-V/def2-TZVPD", "fmax_ha_per_bohr": 0.061, "spin_multiplicity": 1, "gap_ev": 9.489, "homo_ha": -0.316, "smiles": "[H]/N=C\\CN(C)CC.C", "e_above_lowest_ev": 3.666, "species": ["H", "N", "C", "C", "N", "C", "C", "C", "H", "H", "H", "H", "H", "H", "H", "H", "H", "H", "H", "C", "H", "H", "H", "H"], "xyz": [[-1.3871, 0.4228, -0.8128], [-1.8159, 1.0879, -0.0942], [-0.8855, 1.8603, -0.6036], [0.5954, 1.5765, -0.6552], [0.9929, 0.3083, -0.1279], [0.8182, 0.2144, 1.3131], [2.3445, -0.0321, -0.5262], [2.8171, -1.4141, -0.1067], [-1.2256, 2.7346, -1.1918], [0.9083, 1.6224, -1.7057], [1.0999, 2.4545, -0.2049], [0.9066, -0.8269, 1.6240], [-0.1613, 0.5734, 1.5815], [1.6129, 0.7470, 1.8488], [2.4999, 0.1849, -1.5812], [3.0600, 0.7030, -0.0889], [3.2620, -1.4515, 0.8800], [3.4916, -1.7881, -0.8709], [1.9819, -2.1045, -0.1910], [-4.1982, -1.3774, 0.3123], [-5.1715, -1.4536, -0.1558], [-3.4351, -1.9275, -0.2249], [-3.8521, -0.3571, 0.2530], [-4.2589, -1.7577, 1.3290]], "nbo_charge": [0.38, -0.72, 0.20, -0.32, -0.44, -0.43, -0.21, -0.63, 0.16, 0.22, 0.20, 0.21, 0.23, 0.16, 0.20, 0.15, 0.21, 0.22, 0.22, -0.86, 0.21, 0.21, 0.24, 0.21]}

# 2
{"formula": "C24H29N2O3P", "method": "ωB97M-V/def2-TZVPD", "fmax_ha_per_bohr": 0.044, "spin_multiplicity": 1, "gap_ev": 3.361, "homo_ha": -0.207, "species": ["C", "C", "O", "P", "C", "C", "N", "O", "O", "C", "C", "H", "H", "H", "H", "H", "H", "H", "H", "H", "H", "H", "C", "C", "N", "C", "C", "C", "C", "C", "C", "C", "C", "C", "C", "C", "C", "C", "C", "C", "C", "H", "H", "H", "H", "H", "H", "H", "H", "H", "H", "H", "H", "H", "H", "H", "H", "H", "H"], "xyz": [[4.8935, 2.3610, -5.5015], [3.8564, 1.4305, -4.8988], [3.5016, 1.8524, -3.5509], [2.7528, 0.8508, -2.5022], [0.9979, 1.0893, -2.5697], [0.0938, 0.1862, -3.0377], [-0.7004, -0.5297, -3.5344], [3.2350, -0.5516, -2.6145], [3.0085, 1.6108, -1.1067], [4.1626, 2.4296, -0.8007], [4.0963, 2.7259, 0.6750], [5.0295, 2.1447, -6.5656], [4.5803, 3.4043, -5.4035], [5.8719, 2.2338, -5.0220], [2.9363, 1.4652, -5.4934], [4.2368, 0.3993, -4.8819], [0.6880, 2.1449, -2.6076], [5.0738, 1.8649, -1.0444], [4.1133, 3.3545, -1.3901], [4.8768, 3.4292, 0.9588], [3.1267, 3.1522, 0.9440], [4.2408, 1.8057, 1.2454], [1.2879, -2.9891, 1.5011], [0.3504, -2.0410, 2.1095], [0.5598, -1.5241, 3.3462], [1.7770, -1.6950, 4.1122], [-0.5042, -0.6959, 3.7075], [-1.4144, -0.6597, 2.6247], [-2.5108, 0.1933, 2.7110], [-2.6677, 0.9995, 3.8549], [-1.7255, 0.9851, 4.8858], [-0.6132, 0.1328, 4.8216], [-0.8498, -1.4943, 1.5614], [-1.3420, -1.6843, 0.2685], [-2.7152, -1.5694, -0.1079], [-3.8102, -1.8002, 0.7843], [-5.1114, -1.4943, 0.4009], [-5.3726, -0.9723, -0.8692], [-6.7379, -0.4914, -1.2368], [-4.3276, -0.8921, -1.8008], [-3.0490, -1.2419, -1.4382], [0.8530, -3.4085, 0.5924], [2.2239, -2.4886, 1.2205], [1.5416, -3.8188, 2.1740], [1.6984, -1.0725, 4.9994], [1.9177, -2.7382, 4.4143], [2.6554, -1.3791, 3.5361], [-3.2147, 0.2350, 1.8879], [-3.5413, 1.6486, 3.9260], [-1.8508, 1.6463, 5.7423], [0.1424, 0.1071, 5.5987], [-0.6351, -2.0180, -0.5002], [-3.6403, -2.2159, 1.7684], [-5.9459, -1.6068, 1.0974], [-6.7629, -0.1504, -2.2737], [-7.4956, -1.2716, -1.1262], [-7.0617, 0.3476, -0.6121], [-4.5334, -0.5144, -2.8035], [-2.2464, -1.2215, -2.1759]], "nbo_charge": [-0.62, -0.06, -0.85, 2.37, -1.10, 0.32, -0.60, -1.13, -0.83, -0.06, -0.62, 0.21, 0.21, 0.20, 0.18, 0.20, 0.24, 0.18, 0.18, 0.20, 0.21, 0.20, -0.69, 0.39, -0.30, -0.41, 0.12, 0.01, -0.20, -0.21, -0.20, -0.23, -0.22, 0.09, -0.10, -0.16, -0.24, 0.07, -0.64, -0.23, -0.12, 0.26, 0.27, 0.24, 0.23, 0.22, 0.23, 0.23, 0.22, 0.23, 0.22, 0.25, 0.22, 0.22, 0.23, 0.23, 0.23, 0.23, 0.29]}

# 3
{"formula": "C6H8", "method": "ωB97M-V/def2-TZVPD", "fmax_ha_per_bohr": 0.026, "spin_multiplicity": 1, "gap_ev": [7.733, 8.045], "homo_ha": [-0.287, -0.290], "e_above_lowest_ev": 4.949, "species": ["C", "C", "C", "C", "C", "C", "H", "H", "H", "H", "H", "H", "H", "H"], "xyz": [[1.4644, -1.1672, -0.7280], [1.7389, -0.6471, 0.3883], [0.9193, 0.2384, 1.1723], [-0.2257, 0.6440, 0.0327], [-1.6194, 0.7557, 0.2546], [-0.3511, -0.4821, -0.9342], [1.8255, -1.8326, -1.4966], [0.4657, -0.2480, 2.0426], [1.3985, 1.1672, 1.4929], [0.1765, 1.5324, -0.4596], [-2.1634, 1.6846, 0.0907], [-2.1805, -0.0531, 0.7145], [-0.8923, -1.3665, -0.5967], [-0.5563, -0.2258, -1.9736]], "nbo_charge": [-0.30, 0.04, -0.48, -0.32, -0.30, -0.36, 0.24, 0.23, 0.23, 0.22, 0.19, 0.19, 0.21, 0.22]}

What is the formula in the second record?
C24H29N2O3P